[1]
{
  "formula": "C20H37BN5O6S2",
  "method": "the ωB97M-V functional and the def2-TZVPD basis",
  "species": ["H", "H", "H", "H", "H", "N", "C", "C", "H", "H", "O", "H", "S", "H", "N", "C", "H", "O", "H", "H", "H", "S", "H", "C", "H", "O", "C", "H", "C", "C", "H", "H", "C", "H", "N", "O", "H", "H", "O", "H", "B", "H", "H", "H", "H", "H", "C", "C", "C", "N", "C", "C", "C", "C", "H", "C", "H", "H", "C", "H", "N", "C", "H", "H", "H", "H", "H", "O", "C", "H", "C"],
  "coordinates": [[-3.3166, 1.8224, 1.5659], [1.0922, 1.9691, 0.9034], [-7.1371, 0.1062, -2.4997], [0.1604, 3.8215, 0.8139], [5.1756, -6.3422, 6.0167], [3.7856, -2.0540, 1.6756], [4.0583, 1.9325, -0.3223], [-5.1598, 2.2495, -1.2316], [3.6507, 4.6402, -0.7479], [1.5202, 4.7698, -1.8842], [-8.2294, -1.3179, -5.3378], [-8.6966, 2.5993, -5.2416], [-0.4773, 3.0355, -1.5122], [5.3249, 2.8604, -2.8112], [3.7832, 0.5659, -0.0362], [-3.7849, 2.1380, -1.7097], [2.5240, -5.6642, 7.2596], [3.0132, -4.9748, 5.4008], [4.0430, -1.1784, 2.1648], [5.6096, -0.3746, 0.3596], [-0.6318, 5.0691, -0.2048], [-0.9469, 0.3166, -0.2230], [6.8349, -6.2396, 5.3581], [5.1457, -4.2982, 4.4494], [-7.3311, 0.2058, -6.4475], [5.4758, 3.3256, -1.9655], [2.8695, -4.7410, 6.7943], [5.1972, -5.2195, 3.8602], [-7.7902, 0.0498, -3.3769], [2.7949, 4.3188, -0.0812], [3.1868, -3.7515, 3.7891], [-6.1154, 2.3710, -1.7918], [3.7019, -3.9204, 4.7394], [5.6069, -3.4968, 3.8621], [-2.9741, 1.9547, -0.5958], [-7.6564, 1.2874, -4.0708], [-6.8948, -1.4665, -6.9084], [-8.5010, -0.8198, -7.2986], [5.9010, -4.4183, 5.6487], [-7.3802, -2.0332, -3.6364], [5.4821, 2.3509, -0.9207], [7.1076, 1.3614, -1.2682], [-8.8160, -0.0924, -3.0232], [3.8732, -2.8004, -0.2359], [-9.5061, 2.1475, -3.7269], [-9.4521, 1.0019, -5.0978], [-3.7759, 1.9604, 0.5670], [2.9085, 2.7744, 0.0359], [-8.8994, 1.7743, -4.5583], [-5.0447, 2.1313, 0.1859], [-7.3466, -1.1205, -4.2397], [4.0700, -1.9252, 0.4374], [1.4741, 4.8577, -0.7596], [2.5008, 0.5113, 0.4717], [3.8165, -4.4507, 7.2555], [-7.7021, -0.8163, -6.5564], [-3.5211, 2.1653, -2.7949], [2.1218, -3.9595, 6.9665], [4.6656, -0.6177, -0.2163], [-6.3165, -0.9831, -4.5851], [2.0238, 1.8012, 0.5249], [0.1203, 4.2261, -0.2305], [1.4152, 5.9598, -0.5184], [4.9645, -0.7894, -1.2815], [1.9544, -0.4140, 0.7810], [6.5097, -5.7820, 7.0416], [3.0147, 4.7955, 0.9197], [6.7226, 1.8303, -0.5022], [6.1072, -5.7716, 6.0283], [3.6492, -2.9930, 5.3203], [-1.5532, 1.7686, -0.7471]],
  "atomic_forces_ev_per_a": [[-0.7, 0.2, -0.9], [0.3, 0.0, -0.4], [0.0, -0.1, 0.0], [0.1, 0.2, -1.0], [0.0, 0.0, 0.0], [0.6, 0.8, -1.1], [-0.7, 1.0, 0.6], [4.5, -0.7, 1.4], [-0.8, -0.5, 0.8], [0.0, 0.0, 1.2], [0.3, 0.3, 0.0], [0.1, 0.0, 0.1], [-0.2, -0.6, 0.0], [-0.1, 0.7, 0.2], [-3.0, 1.3, 0.9], [-3.9, 0.6, -0.1], [0.0, 0.0, -0.1], [0.2, 0.2, 0.2], [-0.2, -0.4, 0.1], [-0.9, -0.3, -0.7], [0.7, -1.0, 0.1], [-0.4, 1.4, -0.4], [0.0, -0.1, 0.0], [0.1, 0.4, 0.3], [0.0, 0.0, 0.0], [-0.1, -1.8, 0.6], [-0.1, -0.1, 0.0], [-0.1, 0.0, 0.1], [0.5, 0.1, -0.1], [0.3, -0.4, -0.4], [0.1, 0.0, 0.0], [1.1, -0.2, 0.7], [-0.1, -0.5, -0.3], [0.0, 0.0, -0.1], [0.9, 0.6, -1.3], [-0.2, -0.1, 0.0], [0.1, 0.1, -0.1], [0.0, -0.1, 0.1], [-0.2, -0.2, -0.1], [0.0, 0.0, 0.0], [0.8, 1.1, -0.8], [0.5, 0.7, 0.5], [0.0, 0.0, -0.1], [0.2, 0.9, 0.5], [-0.1, 0.0, -0.1], [0.0, 0.0, 0.0], [-1.4, 0.0, -2.2], [2.6, -3.3, -0.8], [0.1, 0.1, 0.0], [0.7, 0.1, 0.0], [-0.5, -0.2, 0.1], [-0.3, 0.0, -0.2], [-0.2, 0.2, 0.6], [1.2, 1.4, -0.6], [0.0, 0.0, 0.0], [-0.1, -0.1, 0.0], [0.4, -0.1, 1.5], [0.0, 0.0, 0.1], [1.2, -0.5, 0.9], [0.0, 0.1, 0.0], [0.4, -0.8, 0.1], [-0.7, 1.4, 0.2], [0.2, -1.2, -0.4], [-0.6, 0.3, 0.8], [0.6, 1.3, -0.4], [0.0, 0.1, -0.1], [-0.6, -0.6, -0.9], [-2.1, -0.6, -0.7], [0.1, 0.1, 0.1], [0.1, 0.0, 0.1], [-0.3, -1.2, 1.6]],
  "relative_energy_kcal_mol": 39.9,
  "e_tot_ha": -2330.3704,
  "e_homo_ha": -0.3895,
  "largest_force_ev_per_a": 4.78,
  "spin_multiplicity": 1,
  "homo_lumo_gap_ev": 6.340,
  "e_lumo_ev": -4.260,
  "total_charge": 1
}

***

[2]
{
  "formula": "C20H37Br3O8",
  "method": "the ωB97M-V functional and the def2-TZVPD basis",
  "species": ["C", "H", "H", "C", "H", "H", "H", "C", "H", "C", "H", "H", "O", "H", "C", "C", "C", "H", "C", "O", "H", "C", "C", "H", "C", "H", "O", "H", "H", "Br", "H", "C", "H", "H", "C", "H", "O", "Br", "H", "H", "H", "H", "O", "C", "H", "H", "Br", "C", "H", "H", "C", "H", "H", "C", "C", "H", "H", "O", "C", "H", "C", "O", "H", "H", "O", "H", "H", "H"],
  "coordinates": [[0.7819, 13.7782, -3.4325], [2.3182, 15.4896, -1.7546], [1.7100, 10.8677, 2.4805], [3.2752, 21.2226, -1.0103], [1.8346, 23.9214, 3.4522], [1.3651, 12.2565, -0.9308], [3.0908, 15.1631, 5.8350], [1.5615, 21.8203, 4.0049], [6.4105, 12.0917, 1.2476], [1.4789, 11.9287, 2.5019], [0.4553, 12.1322, 2.8291], [3.0124, 20.3240, 3.6945], [8.9552, 11.1803, 2.5666], [-0.1503, 11.9652, -0.1460], [8.9096, 13.0596, 1.1296], [0.9234, 11.8654, -0.0116], [1.3853, 16.3387, 5.5528], [6.5658, 11.0856, 2.6812], [3.8563, 16.4472, 1.5701], [0.8562, 21.0573, -1.2214], [4.0013, 21.7486, -1.6174], [6.7974, 12.0634, 2.2756], [1.3644, 17.2237, -3.3735], [2.2373, 17.8797, -3.4425], [0.4994, 16.9792, 4.4862], [1.6207, 14.2227, 5.5301], [1.4687, 16.8235, 6.6650], [3.3234, 21.4288, 0.0639], [0.3466, 23.1283, 2.8101], [5.6836, 15.7822, 1.7863], [0.6920, 17.7428, -4.0630], [2.1867, 15.1092, 5.2319], [2.4380, 15.0120, 4.1760], [0.8438, 17.9856, 4.2708], [1.8873, 21.6797, -1.3721], [-0.4829, 16.9862, 4.9580], [0.5944, 14.9880, -4.0148], [3.5396, 17.6923, 3.0433], [2.3223, 15.8441, -4.7103], [3.3792, 20.1388, -1.0463], [2.5525, 23.2229, -2.6633], [1.2906, 10.8357, -0.0108], [0.0694, 12.8295, -3.4479], [8.2988, 12.0526, 2.0652], [8.4134, 13.0011, 0.1524], [2.6718, 21.3269, 2.2693], [3.5973, 17.3719, -0.1407], [1.5595, 12.5883, 1.1630], [6.5004, 13.0322, 2.6695], [0.8227, 23.2632, -2.3743], [2.8329, 21.3371, 3.3533], [3.0804, 15.6948, 1.6541], [0.5661, 16.3470, 3.6021], [2.5359, 15.0681, -2.7341], [1.7831, 23.0851, -1.8947], [9.9489, 12.8017, 0.9471], [1.8984, 23.8917, -1.1681], [0.9615, 21.1170, 4.7752], [1.7291, 15.8060, -3.7917], [0.4770, 23.5613, 4.5065], [1.0418, 23.2008, 3.6464], [1.9543, 13.7551, -2.7951], [3.5882, 14.9574, -2.9710], [0.8910, 17.3017, -2.3957], [2.1359, 13.6272, 0.9535], [8.7085, 14.0982, 1.3954], [3.6404, 22.0591, 3.4772], [2.1719, 12.4029, 3.1977]],
  "atomic_forces_ev_per_a": [[0.3, 0.0, 0.1], [0.4, -0.2, 0.1], [-0.4, -0.1, -0.2], [-0.9, -0.6, 0.4], [0.0, -0.1, -0.3], [-0.1, 0.3, 0.2], [0.0, -0.2, 0.0], [0.2, 0.3, -0.2], [-0.3, -0.1, 0.1], [0.2, 0.7, 0.4], [0.0, -0.4, 0.3], [0.4, 0.2, 0.1], [0.7, -0.4, 0.2], [-0.1, -0.3, 0.5], [-0.4, 0.0, -0.8], [1.1, -0.1, -0.7], [0.2, 1.0, 0.5], [-0.6, 0.5, 0.8], [0.3, 1.0, 0.3], [0.8, -0.6, 0.1], [0.3, 0.0, 0.3], [1.0, 0.3, -1.9], [-0.3, 0.6, -0.6], [0.3, -0.3, 0.5], [0.5, -1.0, 0.7], [0.0, 0.0, 0.0], [-0.2, -0.2, -0.5], [0.5, 0.4, -0.1], [0.2, 0.0, -0.2], [-0.8, -0.1, -0.4], [-0.2, -0.6, -0.2], [0.1, -0.2, -0.1], [0.0, 0.0, 0.0], [-0.1, 0.1, 0.1], [-1.2, 0.6, 0.1], [-0.2, 0.2, -0.5], [-0.6, -0.5, 0.1], [0.1, -0.2, -0.4], [-0.3, 0.0, -0.2], [0.0, 0.1, -0.4], [0.0, 0.2, 0.1], [-0.7, -0.2, 0.3], [-0.7, 0.2, -0.4], [-0.5, 0.0, 0.0], [-0.1, -0.3, 0.1], [-0.1, -0.2, 0.0], [0.2, -0.4, 0.6], [-0.2, -0.7, -1.2], [-0.4, -0.4, 0.8], [-0.1, -0.3, 0.1], [-0.5, 0.3, -0.6], [0.4, -0.4, -0.2], [-0.5, 0.2, -0.2], [-0.9, -0.6, -0.1], [0.2, 0.6, -1.0], [0.1, 0.4, 0.3], [0.3, -0.3, 0.3], [-0.2, -0.2, 0.2], [0.8, 1.2, -0.3], [-0.1, 0.0, -0.1], [-0.1, 0.0, 0.6], [0.8, 0.0, 0.5], [0.1, 0.3, 0.2], [0.2, -0.2, 0.1], [0.3, 0.8, 0.5], [0.4, 0.0, 0.4], [0.2, -0.3, 0.4], [-0.1, 0.1, 0.0]],
  "e_tot_ha": -9108.1811,
  "e_homo_ha": -0.3458,
  "largest_force_ev_per_a": 2.17,
  "spin_multiplicity": 1,
  "homo_lumo_gap_ev": 8.954,
  "e_lumo_ev": -0.454
}

***

Question: Which formula does entry 2 have?
Answer: C20H37Br3O8